{"formula": "C15H11Cl5N4O3Rh", "method": "ωB97M-V with the def2-TZVPD basis set", "charge": 1, "fmax_ev_per_a": 1.89, "relative_energy_ev": 0.199, "elements": ["Rh", "Cl", "C", "C", "C", "Cl", "C", "C", "C", "C", "N", "C", "C", "O", "H", "H", "H", "H", "C", "C", "N", "O", "C", "C", "N", "O", "H", "H", "H", "H", "H", "H", "H", "Cl", "C", "Cl", "Cl", "C", "N"], "coordinates": [[0.354, 0.348, -0.629], [5.274, -0.419, -0.201], [4.100, -0.248, 1.040], [4.508, -0.217, 2.388], [3.601, -0.086, 3.401], [4.141, -0.038, 5.041], [2.219, 0.023, 3.113], [1.193, 0.167, 4.067], [-0.110, 0.280, 3.655], [-0.407, 0.263, 2.290], [0.534, 0.144, 1.373], [1.843, 0.006, 1.756], [2.769, -0.139, 0.695], [2.308, -0.171, -0.543], [5.561, -0.297, 2.619], [1.444, 0.185, 5.118], [-0.912, 0.391, 4.370], [-1.427, 0.342, 1.938], [-3.425, -1.598, -1.258], [-2.275, -0.705, -0.944], [-1.052, -1.129, -0.920], [-0.849, -2.441, -1.253], [-2.457, 0.695, -0.626], [-3.759, 1.410, -0.495], [-1.310, 1.303, -0.465], [-1.105, 2.491, -0.186], [-3.120, -2.399, -1.926], [-4.234, -1.030, -1.711], [-3.796, -2.055, -0.338], [0.095, -2.600, -1.115], [-4.519, 0.767, -0.053], [-4.125, 1.744, -1.469], [-3.625, 2.294, 0.125], [-1.151, 0.939, -5.802], [0.442, 0.442, -5.221], [0.774, -1.237, -5.656], [1.699, 1.516, -5.810], [0.414, 0.509, -3.752], [0.385, 0.553, -2.614]], "forces_ev_per_angstrom": [[-0.354, -1.764, 0.583], [0.030, -0.005, 0.020], [-0.052, -0.021, -0.013], [0.025, -0.005, 0.040], [0.023, -0.020, -0.027], [-0.011, -0.010, -0.004], [-0.029, -0.002, 0.035], [-0.030, 0.001, -0.074], [0.039, -0.020, 0.075], [-0.049, -0.033, -0.046], [-0.064, 0.069, 0.040], [0.027, -0.026, -0.040], [0.001, -0.115, 0.020], [-0.069, 0.384, -0.298], [0.007, 0.000, -0.034], [0.006, 0.007, -0.001], [-0.022, -0.006, -0.023], [0.003, 0.058, 0.003], [0.081, -0.088, -0.043], [-0.139, -0.137, 0.043], [0.376, 1.118, 0.366], [0.290, -0.024, -0.040], [-0.116, -0.145, -0.062], [-0.002, -0.027, -0.063], [0.064, 0.699, -0.127], [-0.114, 0.033, -0.005], [-0.014, 0.000, 0.001], [-0.006, 0.022, 0.029], [-0.010, 0.016, 0.004], [0.029, -0.011, 0.030], [0.003, 0.013, 0.033], [-0.002, 0.007, 0.004], [-0.003, -0.016, 0.022], [0.015, 0.004, 0.007], [-0.051, -0.062, -0.042], [0.002, 0.024, 0.000], [0.020, 0.022, 0.024], [0.033, 0.118, -0.021], [0.062, -0.059, -0.419]]}

***

{"formula": "C44H117N5O24", "method": "ωB97M-V with the def2-TZVPD basis set", "fmax_ev_per_a": 1.57, "smiles": "COCCNCCOC.COCCNCCOC.COCCNCCOC.COCCNCCOC.COCCNCCOC.OCCO.OCCO.OCCO.OCCO.OCCO.OCCO.OCCO", "relative_energy_ev": 0.563, "elements": ["C", "C", "O", "O", "H", "H", "H", "H", "H", "H", "C", "C", "O", "O", "H", "H", "H", "H", "H", "H", "C", "C", "O", "O", "H", "H", "H", "H", "H", "H", "C", "C", "O", "O", "H", "H", "H", "H", "H", "H", "C", "C", "O", "O", "H", "H", "H", "H", "H", "H", "C", "C", "O", "O", "H", "H", "H", "H", "H", "H", "C", "C", "O", "O", "H", "H", "H", "H", "H", "H", "C", "O", "C", "C", "N", "C", "C", "O", "C", "H", "H", "H", "H", "H", "H", "H", "H", "H", "H", "H", "H", "H", "H", "H", "C", "O", "C", "C", "N", "C", "C", "O", "C", "H", "H", "H", "H", "H", "H", "H", "H", "H", "H", "H", "H", "H", "H", "H", "C", "O", "C", "C", "N", "C", "C", "O", "C", "H", "H", "H", "H", "H", "H", "H", "H", "H", "H", "H", "H", "H", "H", "H", "C", "O", "C", "C", "N", "C", "C", "O", "C", "H", "H", "H", "H", "H", "H", "H", "H", "H", "H", "H", "H", "H", "H", "H", "C", "O", "C", "C", "N", "C", "C", "O", "C", "H", "H", "H", "H", "H", "H", "H", "H", "H", "H", "H", "H", "H", "H", "H"], "coordinates": [[-1.863, 4.887, -3.105], [-0.861, 5.688, -3.895], [-0.998, 5.400, -5.283], [-3.189, 5.373, -3.203], [-1.548, 4.892, -2.050], [-1.839, 3.829, -3.368], [0.127, 5.302, -3.582], [-0.873, 6.746, -3.624], [-0.425, 5.996, -5.773], [-3.359, 6.037, -2.532], [-5.703, -1.115, 1.416], [-4.536, -1.099, 0.470], [-4.005, -2.404, 0.262], [-5.192, -1.275, 2.736], [-6.392, -1.923, 1.144], [-6.317, -0.210, 1.315], [-3.751, -0.463, 0.897], [-4.824, -0.715, -0.506], [-3.844, -2.803, 1.124], [-5.890, -1.552, 3.335], [-2.105, 0.580, 5.569], [-2.703, -0.521, 4.727], [-2.777, -0.062, 3.394], [-2.196, 0.234, 6.941], [-2.611, 1.525, 5.345], [-1.054, 0.721, 5.277], [-3.691, -0.801, 5.110], [-2.093, -1.434, 4.795], [-3.600, -0.372, 2.996], [-2.097, 1.033, 7.463], [0.822, -1.866, -3.119], [0.968, -3.347, -3.321], [0.710, -4.058, -2.107], [-0.531, -1.583, -2.792], [1.105, -1.321, -4.024], [1.436, -1.522, -2.277], [1.972, -3.616, -3.643], [0.232, -3.662, -4.071], [-0.236, -3.960, -1.955], [-0.491, -0.864, -2.135], [6.421, 4.376, -4.567], [7.293, 5.525, -5.022], [7.699, 5.374, -6.384], [5.976, 4.622, -3.226], [6.913, 3.400, -4.619], [5.520, 4.392, -5.177], [8.151, 5.680, -4.360], [6.682, 6.425, -5.022], [8.239, 4.582, -6.464], [6.733, 4.520, -2.641], [3.996, 2.804, 0.486], [3.128, 1.746, 1.111], [2.754, 0.828, 0.092], [3.323, 3.419, -0.591], [4.959, 2.382, 0.174], [4.224, 3.571, 1.234], [2.256, 2.171, 1.622], [3.678, 1.228, 1.909], [2.749, -0.051, 0.484], [2.784, 2.742, -1.024], [4.301, -0.452, -3.855], [5.082, 0.368, -4.843], [4.260, 0.662, -5.953], [3.869, -1.684, -4.416], [3.413, 0.118, -3.542], [4.900, -0.611, -2.959], [6.002, -0.156, -5.142], [5.480, 1.268, -4.347], [4.786, 0.727, -6.754], [3.653, -1.495, -5.336], [0.497, 0.010, 2.762], [0.737, -0.688, 1.565], [-0.429, -0.749, 0.726], [-0.795, 0.559, 0.038], [0.017, 0.737, -1.154], [-0.168, 1.994, -1.870], [0.666, 1.987, -3.131], [1.992, 2.423, -2.890], [2.618, 2.893, -4.063], [-0.251, 0.805, 2.650], [1.373, 0.505, 3.178], [0.020, -0.671, 3.480], [-1.254, -1.085, 1.369], [-0.234, -1.543, 0.004], [-0.703, 1.382, 0.756], [-1.849, 0.453, -0.240], [0.996, 0.640, -0.890], [0.046, 2.881, -1.250], [-1.235, 2.048, -2.111], [0.206, 2.580, -3.933], [0.703, 0.948, -3.484], [3.651, 3.126, -3.815], [2.071, 3.752, -4.473], [2.619, 2.126, -4.849], [2.306, -2.379, 4.451], [1.852, -3.483, 5.190], [0.452, -3.616, 5.023], [-0.094, -4.762, 5.825], [-0.085, -4.668, 7.265], [1.223, -4.483, 7.896], [1.101, -4.707, 9.391], [0.887, -6.043, 9.786], [2.033, -6.857, 9.669], [1.919, -2.449, 3.428], [3.394, -2.355, 4.505], [1.985, -1.411, 4.867], [0.255, -3.791, 3.958], [-0.061, -2.679, 5.300], [0.441, -5.679, 5.553], [-1.122, -4.936, 5.494], [-0.680, -3.907, 7.578], [1.682, -3.515, 7.673], [1.887, -5.225, 7.443], [0.251, -4.128, 9.763], [1.981, -4.296, 9.914], [2.715, -6.679, 10.510], [2.531, -6.706, 8.711], [1.712, -7.896, 9.729], [-4.280, 2.861, -0.425], [-3.646, 2.518, 0.779], [-3.152, 3.653, 1.471], [-2.519, 3.126, 2.754], [-2.078, 4.155, 3.695], [-0.869, 4.865, 3.223], [-0.414, 5.874, 4.240], [-1.195, 7.038, 4.114], [-0.623, 8.205, 4.662], [-4.691, 1.966, -0.884], [-3.595, 3.375, -1.109], [-5.116, 3.552, -0.229], [-3.992, 4.323, 1.706], [-2.443, 4.182, 0.817], [-1.714, 2.426, 2.545], [-3.323, 2.562, 3.231], [-2.817, 4.855, 3.711], [-1.053, 5.363, 2.261], [-0.106, 4.106, 3.030], [0.638, 6.131, 4.030], [-0.436, 5.437, 5.246], [-0.961, 8.365, 5.689], [-0.882, 9.041, 4.015], [0.472, 8.131, 4.680], [-0.072, -4.053, 1.348], [-0.287, -5.187, 2.153], [-0.319, -6.371, 1.382], [-0.810, -7.497, 2.238], [-2.060, -7.152, 2.909], [-2.191, -7.749, 4.223], [-3.593, -7.615, 4.766], [-3.947, -6.263, 4.824], [-5.301, -6.059, 5.087], [0.027, -3.144, 1.934], [-0.944, -3.872, 0.693], [0.753, -4.264, 0.659], [0.666, -6.563, 0.938], [-0.998, -6.190, 0.532], [-0.041, -7.753, 2.987], [-0.960, -8.405, 1.648], [-2.148, -6.148, 2.975], [-1.510, -7.272, 4.946], [-1.961, -8.815, 4.162], [-3.624, -8.122, 5.745], [-4.281, -8.201, 4.134], [-5.458, -5.016, 5.363], [-5.644, -6.653, 5.947], [-5.938, -6.294, 4.226], [2.155, -1.093, -8.603], [0.873, -1.235, -8.031], [0.793, -0.707, -6.730], [0.533, 0.777, -6.666], [-0.594, 1.231, -7.464], [-0.723, 2.679, -7.370], [-1.848, 3.162, -8.264], [-1.364, 3.180, -9.602], [-2.307, 3.706, -10.501], [2.861, -1.820, -8.187], [2.533, -0.072, -8.488], [2.041, -1.311, -9.666], [1.629, -0.983, -6.068], [-0.022, -1.231, -6.216], [1.432, 1.408, -6.760], [0.231, 0.893, -5.614], [-0.383, 0.990, -8.430], [0.194, 3.166, -7.735], [-0.974, 2.975, -6.352], [-2.142, 4.175, -7.974], [-2.663, 2.434, -8.186], [-1.791, 3.964, -11.426], [-2.780, 4.620, -10.120], [-3.105, 2.991, -10.736]], "forces_ev_per_angstrom": [[-0.041, 0.445, 0.904], [1.076, -1.144, 0.098], [-0.322, 0.439, 0.123], [-0.357, -0.306, -0.311], [0.104, 0.144, -0.086], [-0.183, 0.102, -0.491], [-0.092, 0.204, 0.114], [-0.355, 0.111, -0.287], [-0.005, -0.017, -0.053], [0.187, 0.017, 0.009], [-0.907, 0.145, -0.419], [0.478, -0.383, 0.260], [-0.105, 0.060, -0.096], [-0.065, -0.146, -0.035], [0.272, -0.221, 0.107], [0.382, 0.209, 0.202], [-0.116, 0.259, -0.184], [-0.032, 0.006, -0.030], [0.050, 0.031, 0.047], [-0.009, 0.024, 0.002], [0.332, 0.316, -0.153], [-0.243, -0.414, 0.095], [0.334, 0.118, -0.218], [-0.094, -0.112, 0.047], [-0.132, -0.084, 0.058], [-0.056, -0.017, 0.020], [0.007, 0.208, 0.030], [0.063, 0.105, -0.016], [-0.086, -0.098, 0.262], [0.042, -0.027, 0.010], [-0.193, 0.333, 0.308], [-0.230, -0.275, 0.203], [-0.003, 0.022, -0.140], [-0.160, -0.207, 0.019], [0.187, -0.052, -0.004], [0.339, -0.146, -0.220], [0.017, 0.085, -0.038], [0.199, 0.006, -0.152], [-0.012, 0.067, 0.155], [-0.081, 0.286, -0.172], [-0.355, 0.489, 0.815], [0.073, 0.023, -0.751], [0.026, -0.056, 0.219], [0.066, -0.209, -0.339], [0.076, 0.004, -0.254], [0.011, -0.328, -0.090], [0.011, -0.067, 0.029], [0.072, 0.086, 0.210], [0.045, 0.006, 0.017], [-0.039, 0.015, 0.094], [-0.132, 0.363, 0.116], [0.410, -0.348, 0.679], [0.241, -0.088, 0.035], [0.062, 0.096, 0.309], [-0.103, -0.166, -0.123], [-0.073, 0.026, -0.059], [-0.173, 0.160, -0.399], [0.124, 0.029, -0.176], [-0.337, -0.066, -0.051], [0.121, 0.084, -0.420], [-0.710, 0.313, -0.127], [1.214, 0.142, 0.419], [-0.257, -0.028, -0.227], [0.406, -0.071, 0.170], [0.123, 0.089, 0.034], [0.037, -0.341, -0.064], [-0.307, -0.293, -0.160], [-0.505, 0.133, -0.068], [0.064, 0.024, 0.035], [-0.076, 0.005, -0.026], [-1.268, 0.173, 0.422], [0.430, 0.436, -0.537], [-0.049, -0.269, 0.797], [0.122, -0.505, 0.039], [0.242, -0.148, 0.108], [-0.328, -0.243, 0.381], [-0.030, -0.316, -0.281], [-0.290, 0.146, 0.344], [-0.074, -0.400, -0.376], [0.103, -0.022, -0.244], [0.356, -0.477, -0.146], [0.369, 0.039, 0.196], [-0.108, 0.126, -0.169], [0.030, 0.118, -0.122], [-0.139, 0.118, -0.071], [0.014, 0.320, -0.072], [-0.020, 0.153, 0.023], [0.158, -0.036, -0.076], [0.069, 0.036, -0.215], [0.028, 0.190, 0.149], [-0.097, 0.064, -0.120], [-0.056, 0.276, 0.063], [0.202, 0.168, 0.141], [0.035, -0.009, 0.135], [0.220, 0.225, 0.122], [-0.082, 0.211, 0.224], [-0.053, 0.260, -0.328], [-0.053, -0.660, -0.125], [0.036, 0.502, 0.490], [-0.193, -0.604, -0.408], [0.274, 0.476, 0.342], [-0.175, -0.113, -0.166], [-0.236, -0.044, 0.208], [0.362, 0.145, -0.126], [-0.001, -0.252, -0.314], [-0.297, -0.203, 0.103], [-0.128, -0.056, 0.145], [0.111, 0.005, 0.120], [0.131, 0.075, -0.064], [-0.062, 0.099, 0.049], [-0.157, -0.091, -0.126], [-0.016, 0.105, 0.199], [0.090, 0.050, 0.087], [-0.078, -0.147, -0.003], [0.050, -0.114, -0.143], [0.170, 0.130, -0.178], [0.207, -0.039, 0.068], [-0.085, 0.030, -0.047], [-0.318, 0.555, 0.124], [0.067, -0.171, 0.081], [0.216, -0.492, -0.326], [-0.742, 0.307, 0.257], [0.228, 0.373, -0.608], [-0.715, -0.647, -0.079], [0.940, 0.100, -0.264], [-0.299, -0.002, -0.095], [0.338, -0.225, 0.066], [0.164, -0.110, -0.039], [0.033, -0.139, -0.126], [0.040, -0.072, -0.081], [0.120, 0.105, 0.040], [-0.018, 0.093, 0.106], [0.062, 0.020, -0.049], [0.199, -0.216, 0.085], [0.013, -0.044, 0.371], [0.179, 0.184, 0.083], [0.124, 0.071, 0.232], [-0.096, -0.025, 0.019], [-0.229, 0.082, 0.041], [-0.078, 0.135, -0.038], [-0.189, 0.083, 0.165], [-0.058, 0.006, -0.025], [-0.616, -0.366, -1.041], [0.093, 0.182, 0.540], [-0.291, 0.508, -0.747], [-0.020, -0.344, 0.822], [-0.179, -0.222, -0.416], [-0.044, 0.436, 0.105], [0.012, -1.074, -0.239], [0.264, 0.230, 0.053], [-0.566, 0.076, 0.443], [0.469, -0.204, 0.235], [-0.022, -0.135, 0.086], [0.302, 0.547, 0.201], [0.026, -0.148, 0.176], [-0.073, -0.214, 0.084], [0.063, 0.170, -0.092], [0.093, 0.096, -0.187], [0.071, 0.039, 0.109], [0.134, -0.243, 0.008], [0.085, 0.006, 0.034], [-0.074, 0.419, 0.150], [-0.029, 0.361, -0.150], [0.153, 0.044, -0.155], [0.058, -0.072, -0.116], [0.092, -0.084, -0.031], [-0.268, -0.097, -0.310], [0.343, -0.058, 0.016], [-0.612, -0.542, 0.539], [-0.341, 0.212, 1.280], [0.583, -0.273, -0.166], [-0.394, -0.107, -0.692], [0.483, -0.324, -0.136], [-0.039, 0.153, 0.034], [-0.149, 0.074, -0.254], [0.060, 0.130, 0.143], [0.112, -0.038, 0.032], [0.091, 0.060, 0.012], [0.451, 0.233, -0.537], [-0.301, 0.151, -0.475], [0.086, -0.187, -0.388], [0.134, 0.265, -0.094], [-0.248, 0.015, -0.023], [0.026, 0.254, 0.444], [0.307, -0.037, 0.108], [-0.244, -0.053, 0.045], [-0.274, 0.311, 0.088], [0.047, -0.098, 0.022], [0.085, -0.032, 0.099], [0.043, -0.043, 0.090]]}

***

{"formula": "C3H9N3O", "method": "ωB97M-V with the def2-TZVPD basis set", "fmax_ev_per_a": 2.20, "relative_energy_ev": 5.557, "elements": ["C", "C", "N", "C", "N", "O", "N", "H", "H", "H", "H", "H", "H", "H", "H", "H"], "coordinates": [[1.430, -0.415, 1.498], [0.707, -1.333, -0.775], [-1.399, 0.433, -0.494], [0.425, -0.425, 0.387], [-2.453, 1.191, -0.220], [-0.010, 1.361, -1.326], [-0.682, 0.246, 0.608], [0.309, 2.231, -1.608], [-2.584, 1.457, 0.753], [-3.151, 1.212, -0.950], [2.369, -0.007, 1.119], [1.084, 0.194, 2.332], [0.537, -2.367, -0.452], [1.743, -1.207, -1.092], [0.065, -1.135, -1.628], [1.610, -1.437, 1.847]], "forces_ev_per_angstrom": [[-0.357, -0.106, 0.058], [-0.125, 0.390, -0.245], [-1.567, 0.958, -1.213], [-1.019, 0.074, 0.367], [0.806, -0.943, 0.023], [1.435, -0.734, -0.333], [1.577, -0.408, 1.094], [-1.074, 0.465, 0.119], [-0.023, 0.228, -0.400], [0.084, 0.068, 0.429], [-0.029, -0.072, 0.001], [0.001, -0.031, -0.120], [0.210, 0.096, 0.126], [-0.039, -0.158, 0.055], [-0.005, 0.123, 0.113], [0.125, 0.051, -0.074]]}